[1]
109
Properties=species:S:1:pos:R:3 method="wB97M-V/def2-TZVPD" mol_weight_g_mol=997.1 energy_ev=-99702.5769 multiplicity=3 e_homo_ev="-11.265 / -13.211" charge=+2
Pt -0.11999 -0.33743 -0.16062
S 1.59710 1.49871 2.24967
S -3.63089 2.05945 1.39925
P -0.30910 -1.26687 -2.23764
P -0.42066 -2.29751 1.00286
O 0.57732 0.45510 1.82542
O -2.67162 1.07560 0.81537
N 0.27916 1.43131 -1.06279
C -1.66996 -0.63998 -4.60380
C 0.36879 2.47356 -1.52720
C 3.35237 -1.78788 -3.98936
C -1.46146 -1.35088 3.44423
C -3.74853 0.56942 -4.64344
C -1.63223 -0.50975 -3.21445
C -3.72615 0.67722 -3.26101
C -4.34007 -0.19062 2.67552
C 3.47955 -0.63838 -4.75477
C 1.34833 0.12940 -3.95947
C 1.43181 -3.64822 2.62156
C -5.09793 1.83008 3.78168
C 2.70296 -4.10371 2.93569
C -0.44772 4.75194 -1.35181
C 2.40374 -0.73376 5.51333
C -0.71468 -3.04832 -2.37117
C -2.72787 -0.09457 -5.31178
C -2.56426 -3.32093 2.52944
C -0.05959 3.65888 -3.59361
C 2.22047 -1.98953 -3.21522
C -4.86955 -1.06748 3.75694
C 0.68923 3.07263 2.57340
C 0.45060 3.79052 -2.14752
C 2.40459 1.97556 4.87729
C -2.56624 3.16629 2.40036
C 2.07047 -0.32549 4.23086
C -2.42639 -1.21849 4.38477
C -3.69567 -2.00027 4.32535
C -0.36522 3.11900 3.68223
C -5.63969 1.06157 4.83159
C -2.66741 0.13723 -2.54437
C 3.62240 -2.83411 1.11359
C 2.35514 -2.36634 0.80053
C -0.92736 -3.77569 0.04368
C 1.90985 4.27036 -2.12998
C -4.42327 1.15618 2.74337
C 1.20494 -1.03570 -3.20473
C 2.73797 0.20823 6.47516
C 2.03337 1.02703 3.93236
C 1.24909 -2.78499 1.54280
C 2.75042 1.55847 6.15275
C -1.52708 -2.34369 2.42196
C -1.68301 2.39364 3.37701
C -5.51939 -0.29003 4.85705
C 3.79524 -3.71052 2.17570
C 2.47686 0.32192 -4.73825
C -3.54652 -3.20306 3.45430
C -0.16989 -3.95123 -1.26843
H -2.53969 -4.20566 1.90956
H -1.48937 4.43045 -1.38651
H 0.26221 3.31361 1.59729
H -5.61020 -1.76773 3.34074
H -0.58257 4.17193 3.88348
H 4.78241 -4.08273 2.41436
H -1.05953 3.22360 -3.62332
H -0.37954 5.74669 -1.78953
H 2.84431 -4.77025 3.77617
H -1.80488 -3.10985 -2.39390
H 2.13477 -2.89598 -2.62884
H -3.21784 3.88286 2.90042
H 0.61354 3.03993 -4.18592
H 2.30310 4.31669 -1.11413
H 3.00864 -0.10502 7.47427
H -5.94158 -0.86438 5.67234
H 2.43195 3.02983 4.63601
H 4.35837 -0.48686 -5.36661
H -0.59123 -0.71811 3.48274
H -2.75933 -0.18710 -6.38904
H -1.99998 -3.71599 -0.15489
H -4.02430 -2.29536 5.32588
H 0.55708 0.86747 -3.94680
H 1.85115 -1.05856 3.46617
H -0.74142 -4.63823 0.68648
H -5.22745 2.90357 3.76972
H -4.56618 1.00135 -5.20509
H 0.06089 2.70319 4.59363
H 2.40777 -1.78847 5.75315
H -2.31763 -0.49565 5.18466
H -2.23263 2.25965 4.30936
H -0.10067 4.64881 -4.04601
H 1.95572 5.26916 -2.56181
H -0.27811 -4.98539 -1.59641
H -4.53097 1.17914 -2.73984
H -3.81947 -0.65332 1.84689
H -2.63349 0.21297 -1.46578
H -1.47151 1.40047 2.98000
H -0.87892 -1.15994 -5.12994
H 2.22075 -1.67281 -0.02065
H -0.12518 4.82069 -0.31205
H 1.49307 3.78453 2.77297
H 2.56754 1.21104 -5.34866
H 2.54743 3.61144 -2.71880
H -0.34590 -3.37118 -3.34708
H 4.47555 -2.51374 0.53013
H 3.03147 2.29140 6.89646
H 4.13465 -2.53461 -4.00768
H 0.57953 -3.96175 3.21474
H -6.16044 1.56972 5.63281
H -1.97928 3.69284 1.64561
H 0.89503 -3.77095 -1.10199
H -4.29346 -3.98199 3.54795

[2]
107
Properties=species:S:1:pos:R:3 method="wB97M-V/def2-TZVPD" de_lowest_kcal_mol=7.25 mol_weight_g_mol=929.2 energy_ev=-77158.4318 multiplicity=1 e_homo_ev=-2.051 charge=-1
Pb -0.49429 1.30858 -1.90307
P -2.90931 2.65035 -1.85555
Si -1.09043 -0.79674 -3.41492
O -1.33493 0.96639 2.26398
O -1.00345 0.65061 0.12059
C -6.32631 0.64226 -2.11020
C -0.14956 -1.65872 5.00101
C -0.61570 5.38411 -3.71940
C -2.91893 4.64787 2.32648
C -2.46711 3.99110 -2.96612
C 0.32403 -3.97729 4.21049
C -1.33608 4.80815 -2.67811
C -2.13214 4.37398 -5.36662
C -0.96781 -2.62036 -2.98399
C 2.60663 -0.38766 -5.31713
C 3.92496 1.16136 3.91010
C -2.73716 3.33332 -0.20502
C 3.21388 -0.93960 2.30745
C -5.56524 3.33143 -2.27596
C -0.26875 -3.65822 -3.71211
C -0.78815 -5.31078 -2.05447
C 2.54819 -0.81648 3.56157
C -3.55410 5.18707 1.18606
C -6.94050 2.97723 -2.29037
C 0.95833 -2.72248 4.77204
C 2.48115 -2.98726 2.77419
C 2.49748 0.74918 -6.10599
C 1.29272 1.46080 -6.05171
C -4.97439 0.96743 -2.18675
C -1.64825 -3.06177 -1.81285
C 2.98165 -3.25769 -0.37714
C 5.10301 -2.00692 0.19315
C 4.62783 -4.20508 1.40261
C 2.80519 0.21279 5.92586
C -2.23072 3.45290 2.18770
C -4.60626 2.31755 -2.21256
C 0.17870 0.91465 -5.42825
C 1.48897 -0.93071 -4.67180
C -0.98910 5.21853 -5.04423
C 3.38693 -2.29710 1.93315
C -7.32281 1.65042 -2.03683
C -2.87902 3.79428 -4.31857
C -2.18751 2.73754 0.97365
C -1.47220 1.38884 1.11983
C -3.34843 4.60439 -0.01365
C 1.56296 1.54392 4.06312
C 0.22234 -0.29294 -4.67184
C -1.51542 -4.35418 -1.33165
C 1.66551 -3.00489 6.11794
C 2.66783 0.48266 4.40953
C 1.93745 -2.13814 3.76053
C 4.02617 -2.96113 0.70400
C -0.18737 -4.98214 -3.25278
H -0.56869 -1.43964 3.97132
H 3.27389 1.08424 6.38706
H -1.99365 -4.57250 -0.32598
H 5.36893 -4.74362 0.83968
H 2.17855 -4.00434 2.67616
H -4.17808 6.07893 1.31507
H 4.82834 0.48370 3.88717
H -0.61317 -4.28823 4.73507
H -5.22397 4.35490 -2.40675
H -0.47516 -6.19197 -1.48845
H 5.19051 -3.84195 2.26611
H 1.82992 -2.16808 6.78005
H -0.76233 1.33746 -5.52382
H 2.62258 -3.38614 5.88763
H 3.34854 1.15666 -6.66284
H 3.71461 -0.05657 1.93290
H 1.86934 -0.05327 6.41914
H -6.66146 -0.37716 -2.17720
H 2.50439 -4.16891 -0.09103
H 1.04546 -4.77770 4.04940
H 1.31051 1.68685 3.01872
H 0.22965 -0.68307 5.39604
H -8.37264 1.40196 -1.85286
H -3.84493 5.06486 -0.85838
H -7.81482 3.60210 -2.40364
H 1.86758 2.46431 4.49058
H -3.05847 5.12251 3.28363
H -1.78238 2.94936 3.08654
H -2.42585 -0.52508 -3.99110
H -3.70762 3.08287 -4.56143
H 0.18325 6.09566 -3.45047
H -0.37399 5.56318 -5.92286
H 1.55127 -1.79121 -4.04826
H -2.51419 4.27686 -6.39884
H 4.20431 2.00875 4.48341
H 5.74921 -1.73536 1.10803
H 5.69183 -2.53999 -0.57405
H 0.35298 -3.38508 -4.54183
H -0.99460 4.88369 -1.63375
H -0.99113 -2.07556 5.55630
H 3.70452 1.54112 2.89487
H 1.09773 -3.72953 6.62898
H 4.79376 -1.05902 -0.24833
H -0.02702 -3.71318 3.21635
H 0.68424 1.16295 4.59647
H 3.47141 -3.33485 -1.34090
H 3.91976 -4.86357 1.88111
H 1.11796 2.45645 -6.42738
H 3.51187 -0.96110 -5.32164
H -4.20426 0.24388 -2.00539
H 0.31357 -5.74760 -3.82370
H 3.45104 -0.61855 6.15764
H -2.17791 -2.33691 -1.22710
H 2.24436 -2.47501 -0.49281

[3]
124
Properties=species:S:1:pos:R:3 method="wB97M-V/def2-TZVPD" de_lowest_kcal_mol=1.85 mol_weight_g_mol=1269.8 energy_ev=-182439.1423 multiplicity=1 e_homo_ev=-16.124 charge=+3
Au -0.32703 1.10635 -0.44284
Se -3.99896 0.41571 -3.93061
P 2.09099 0.77495 -0.55891
P -2.17666 -1.64389 -0.31056
P -0.42160 0.39193 1.86386
F 4.92703 -3.62134 -4.76504
F 3.27550 -4.77431 -3.96636
F 2.74534 7.35247 -1.68078
F 6.88234 0.22979 4.10547
F 6.48529 -1.86605 3.72766
F 4.71700 6.86055 -0.93334
F 5.20943 -0.74874 5.07309
F 2.95544 -3.44964 -5.64701
F 4.27058 6.62936 -3.03941
N -3.29059 1.77474 0.37981
N 0.81287 -1.85410 2.49797
N -0.35098 -3.48576 0.56810
N -2.90044 0.59515 -5.28023
N -0.45636 1.32008 -2.70029
N -2.76769 0.78048 -2.70398
N -2.17277 2.26663 -0.35800
C 3.20962 0.37514 0.79583
C -0.73730 -2.23863 0.69575
C -1.72421 -2.17498 -2.00983
C -1.12507 0.05405 4.43074
C 0.56754 1.50685 -4.90569
C 4.80647 1.03790 2.47069
C 0.56999 1.55903 -3.49111
C 5.92120 -0.67440 3.93638
C 4.32932 -1.30120 2.10557
C 1.57804 -1.29602 -2.32611
C 2.07346 -3.70893 3.34554
C 3.77214 6.50686 -1.80865
C -0.56486 1.17504 -5.57587
C 1.01127 -5.32251 1.28170
C 2.44257 -5.01555 3.21528
C -0.08676 -1.40271 1.66013
C -5.07933 2.65243 -1.16157
C -3.57782 -2.88693 0.01433
C 0.95595 1.19856 2.71065
C 2.54486 -0.45596 -1.79003
C -1.79819 0.60813 3.14864
C -2.98766 -0.28211 2.85180
C 3.91497 1.37733 1.46867
C 0.59321 -3.97790 1.40420
C -1.64690 1.01072 -3.34872
C -3.31959 -4.24001 -0.66121
C -4.81936 -2.23076 -0.60406
C -3.82818 -3.13055 1.50241
C 2.55771 2.46750 -1.01710
C -4.51688 2.62693 0.25873
C 3.32936 5.08019 -1.54359
C 3.26758 -2.47348 -3.54189
C -4.20137 4.04747 0.71907
C -2.17192 2.07074 3.35693
C 3.99721 4.02735 -2.15465
C 3.43233 -0.96680 1.10793
C 1.90045 3.53407 -0.40126
C 4.99891 -0.29908 2.79380
C 3.89231 -0.65558 -2.10703
C 3.61595 2.72162 -1.89141
C -5.52397 1.97481 1.19994
C 2.28576 4.83958 -0.66216
C 3.62512 -3.59442 -4.49688
C 1.91709 -5.82244 2.17122
C 1.14733 -3.16184 2.42725
C 1.93282 -2.30651 -3.20115
C -1.71897 0.91803 -4.78845
C 4.24795 -1.65574 -2.99722
H 0.55080 -1.18067 -2.02765
H -1.19961 -3.13003 -1.99532
H -6.47660 2.50036 1.14818
H -2.64804 -2.29407 -2.57518
H 4.13861 1.91321 -2.38411
H -5.66618 -2.91533 -0.52655
H 1.49424 0.45772 3.30336
H 1.18112 -2.96978 -3.61045
H -3.69852 -0.18266 3.67483
H 5.28680 -1.81167 -3.25386
H -0.61969 1.11070 -6.65482
H 2.93133 -1.75338 0.55758
H -4.68556 -2.00656 -1.66602
H -4.54572 -3.94683 1.59799
H -2.43394 2.41395 -1.33539
H 1.48967 1.73284 -5.42201
H 3.14135 -5.45299 3.91585
H -5.17398 2.00328 2.23204
H -5.70853 0.93385 0.92081
H -3.47408 0.84934 -0.00895
H 0.58443 -5.92936 0.49462
H -0.37835 0.72006 4.85299
H -4.12619 -4.91676 -0.37373
H -1.91518 3.16504 0.04620
H 2.45643 -3.07949 4.13847
H 1.64479 1.67635 2.03194
H 4.52235 -2.33960 2.33866
H 3.78439 2.42050 1.21195
H -3.33330 -4.18039 -1.74776
H -5.12696 4.61792 0.78645
H -4.26948 -2.26707 1.99343
H -2.92607 -3.43665 2.03685
H 5.36275 1.80691 2.98962
H -2.95084 2.10185 4.12179
H 1.77896 5.66835 -0.18626
H -1.13727 -1.42498 -2.52782
H 0.53935 1.96010 3.36503
H -2.67401 -1.32341 2.82380
H -1.93175 -0.02997 5.16183
H -6.01096 3.21743 -1.17642
H -0.69957 -0.94077 4.30637
H -3.56466 4.58665 0.01150
H -2.57686 2.51195 2.45231
H 1.09641 3.35634 0.30626
H 4.81113 4.22825 -2.83871
H -5.30392 1.63889 -1.50082
H 2.23474 -6.85373 2.09560
H -3.73839 4.06465 1.70622
H 1.49639 1.83397 -3.01703
H -5.08917 -1.30853 -0.08288
H 4.66993 -0.06217 -1.64308
H -1.34485 2.67214 3.73281
H -3.49982 -0.02576 1.93143
H -4.40766 3.13640 -1.87587
H -2.37922 -4.68597 -0.34224

[4]
118
Properties=species:S:1:pos:R:3 method="wB97M-V/def2-TZVPD" de_lowest_kcal_mol=41.49 mol_weight_g_mol=1073.4 energy_ev=-173138.8476 multiplicity=1 e_homo_ev=-2.520 charge=-1
I 14.96158 20.23158 10.63453
Se 15.05876 14.46568 11.98462
Ca 14.11009 16.86876 11.03207
Cl 15.56986 8.67503 10.98854
O 7.87712 11.97707 7.54732
O 13.64680 17.39977 13.24573
O 13.94863 17.09380 8.49094
N 21.04668 15.65204 11.67345
N 10.35028 13.56574 11.11710
N 10.45304 13.76744 9.71501
N 18.87155 16.74370 11.19087
N 22.98056 14.65946 11.76299
N 11.80257 15.25102 10.65441
N 22.42215 15.81142 11.62133
N 16.64592 16.88312 10.96518
C 18.58914 16.85823 9.81741
C 13.19013 11.48009 9.51876
C 20.26176 16.87088 11.66242
C 14.00206 18.18385 16.22746
C 12.83171 22.32538 9.98109
C 20.78126 14.25940 11.85506
C 12.91892 20.97869 10.31005
C 17.23340 16.92951 9.72569
C 7.81994 11.32451 10.51964
C 10.08239 10.36431 10.38215
C 13.89768 16.99647 19.93126
C 11.71503 23.07810 10.34244
C 13.11586 9.55544 8.04095
C 14.23596 16.91847 15.52239
C 22.06178 13.68674 11.94400
C 8.25493 9.39005 8.97117
C 10.61871 22.46729 10.95815
C 10.63196 21.07547 11.14913
C 19.82754 12.12859 12.01383
C 11.10379 14.53683 11.58254
C 19.63243 13.48583 11.89544
C 10.25638 11.23621 7.31363
C 14.50266 9.50325 9.99408
C 9.36377 13.25086 8.77808
C 14.52634 15.77816 16.33022
C 11.75128 11.62188 7.44717
C 11.71342 18.85088 10.79549
C 22.25804 12.33311 12.14215
C 12.96897 18.18051 8.25832
C 11.30943 14.82140 9.50632
C 12.62303 10.83843 8.36502
C 10.52026 18.27192 11.27224
C 8.82194 10.72270 9.54223
C 17.45782 16.79910 13.25256
C 9.42717 20.43209 11.46772
C 13.82675 18.16108 17.62196
C 13.73334 19.45082 15.49838
C 14.08928 17.01589 18.40439
C 21.10068 11.52800 12.18037
C 14.84732 14.47781 15.63234
C 11.82015 20.24746 10.77493
C 14.12626 16.69574 14.12934
C 17.64905 16.79670 11.82663
C 13.89393 8.82375 8.91833
C 9.15395 11.75219 8.30413
C 14.10056 10.82843 10.32390
C 9.37863 19.06209 11.55993
C 14.47038 15.83201 17.73357
H 21.07286 10.43318 12.28670
H 15.23810 13.77359 16.37626
H 18.65962 13.92497 11.67536
H 13.69480 22.75858 9.47020
H 13.55098 19.13322 18.05103
H 9.74260 9.76505 11.23597
H 19.32888 16.78168 9.05015
H 11.23442 14.75734 12.62705
H 7.50909 11.17468 7.13315
H 20.23014 17.28254 12.66372
H 12.36108 17.99525 7.36700
H 14.57800 11.28866 11.20003
H 13.49337 17.94575 20.26161
H 7.45535 10.62405 11.27265
H 14.85351 16.91648 20.37796
H 9.93803 11.53952 6.29955
H 6.96604 11.68868 9.91352
H 10.14362 10.14073 7.28792
H 14.00268 14.01684 15.11241
H 17.13945 17.78654 13.55566
H 12.67808 19.46516 15.27445
H 10.82892 9.76922 9.82035
H 13.25978 16.12489 20.16115
H 8.30379 8.62953 9.75260
H 11.52356 15.24037 8.51373
H 16.59187 16.97013 8.85875
H 11.70566 24.14542 10.11978
H 18.88624 11.54209 12.01115
H 14.71231 14.90972 18.26930
H 8.54246 21.06467 11.57756
H 13.98869 20.27136 16.17581
H 8.48978 18.53996 11.85459
H 12.90057 12.51072 9.75387
H 14.68037 17.24341 7.90797
H 14.23820 19.52658 14.52151
H 12.31762 18.21450 9.18529
H 14.57036 15.71466 13.88382
H 12.81639 9.05684 7.12336
H 8.38409 13.50814 9.26280
H 18.34899 16.48851 13.84767
H 9.74990 23.05695 11.26164
H 13.48661 19.12669 8.24192
H 20.79296 17.58100 11.02482
H 10.55463 11.30972 10.72614
H 23.22626 11.89501 12.35461
H 11.81641 12.66700 7.75316
H 7.26341 9.42640 8.56838
H 16.61846 16.08861 13.42465
H 8.86298 8.96833 8.18923
H 12.15363 11.52003 6.39873
H 15.62514 14.65875 14.88902
H 10.47714 17.20666 11.46513
H 9.35647 13.85624 7.84059
H 14.15092 7.77197 8.73014
H 8.27597 12.16164 10.94388